[1]
2 unconnected molecules or ions with the total composition C5H12O3. Source: OMol25; level of theory: ωB97M-V/def2-TZVPD.

```
20
C5H12O3 ωB97M-V/def2-TZVPD
H -2.91 -0.76 -0.44
O -0.86 -1.52 -1.64
C -0.99 -0.43 0.41
C -2.41 -0.01 0.09
H -1.55 -1.06 -2.01
H -0.42 1.57 0.62
H -1.56 -2.51 0.65
C -0.94 -1.72 1.11
H 1.98 2.76 0.22
C 2.98 2.30 0.16
H -0.69 0.78 2.11
H 0.80 0.35 1.15
O -0.27 -0.57 -0.78
H -2.97 -0.02 1.02
H 0.10 -2.06 1.24
H -1.36 -1.59 2.11
C -0.24 0.61 1.11
O 3.24 1.38 -0.62
H -2.46 0.88 -0.46
H 3.71 2.75 0.77
```

Properties
* energy relative to the best compared isomer or geometry (same formula, charge and spin): 110.02 kcal per mole
* maximum force: 0.070 Eh/bohr
* lowest unoccupied orbital energy: 0.68 eV
* SMILES: CC(C)(C)OO.C=O
* 2S+1: 1
* HOMO-LUMO gap: 0.39328 Eh

[2]
2 unconnected molecules or ions with the total composition C7H10NS. Source: OMol25; level of theory: ωB97M-V/def2-TZVPD.

```
19
C7H10NS ωB97M-V/def2-TZVPD
C 0.68 1.75 0.51
C 1.53 0.75 0.74
C 2.06 -0.23 -0.28
C -3.07 -0.53 0.84
H 2.24 0.88 1.40
H -3.13 -0.75 1.92
H -2.02 -2.55 0.36
H 2.60 0.29 -1.09
C 1.09 -1.26 -0.85
H -3.74 0.24 0.58
H 2.91 -0.78 0.22
N -0.32 1.83 -0.45
H 0.66 2.55 1.12
H -0.74 2.71 -0.81
H 0.98 -1.92 0.05
H 1.46 -1.66 -1.80
S -2.47 -1.41 -0.38
C -0.45 0.69 -1.05
C -0.25 -0.59 -1.01
```

Properties
* energy relative to the best compared isomer or geometry (same formula, charge and spin): 107.54 kcal per mole
* maximum force: 0.093 Eh/bohr
* lowest unoccupied orbital energy (alpha / beta): -5.26 / -5.25 eV
* total charge: +1
* 2S+1: 1
* HOMO-LUMO gap (alpha / beta): 0.26191 / 0.26210 Eh